Version P
Density functional theory data (wB97M-V/def2-TZVPD) for an isolated ion of composition C4H13N2 and charge +1.

Geometry as XYZ:
```
19
Properties=species:S:1:pos:R:3
C 2.249 0.334 -0.334
C 0.827 0.074 0.206
N 0.439 -1.378 -0.075
C -0.253 1.019 -0.292
C -1.600 0.757 0.386
N -2.054 -0.612 0.182
H 2.568 -0.419 -1.063
H 2.977 0.109 0.450
H 2.345 1.344 -0.713
H 0.953 0.250 1.276
H 0.757 -2.080 0.584
H 0.771 -1.662 -0.992
H -0.616 -1.319 -0.069
H 0.079 2.026 -0.042
H -0.377 0.916 -1.374
H -2.340 1.452 -0.010
H -1.505 0.950 1.458
H -2.765 -0.639 -0.533
H -2.455 -1.121 0.954
```

**Kohn-Sham gap**: 11.33 eV
**Net charge**: +1
**LUMO level**: -3.0 eV
**Structure (SMILES)**: C[C@H]([NH3+])CCN

=====

Version Q
Density functional theory data (wB97M-V/def2-TZVPD) for a 2-piece molecular cluster, C4H13N2 overall.

Geometry as XYZ:
```
19
Properties=species:S:1:pos:R:3
C -0.614 1.215 0.581
N -1.696 1.688 1.415
C -0.780 -0.336 0.548
N 0.401 -0.890 0.116
C 3.244 -0.583 -1.441
C -2.022 -0.812 -0.209
H -0.693 1.722 -0.376
H 0.316 1.447 1.088
H -1.471 2.417 2.075
H -2.472 1.991 0.848
H -0.827 -0.697 1.619
H 0.539 -1.812 0.561
H 2.272 -0.194 -1.140
H 3.882 0.213 -1.808
H 3.616 -1.051 -0.530
H 3.209 -1.350 -2.213
H -2.962 -0.512 0.237
H -1.848 -0.552 -1.251
H -2.095 -1.903 -0.120
```

**Kohn-Sham gap**: 5.87 eV
**Net charge**: +1
**LUMO level**: -8.8 eV

=====

Version R
Density functional theory data (wB97M-V/def2-TZVPD) for a 2-piece molecular cluster, C4H13N2 overall.

Geometry as XYZ:
```
19
Properties=species:S:1:pos:R:3
C -1.546 0.843 -0.035
C -0.239 -0.725 -1.452
C 0.752 -1.186 1.819
C -0.292 0.541 -0.737
N 0.431 1.556 -1.194
N 0.951 -0.048 0.920
H -1.940 -0.078 0.476
H -2.236 1.227 -0.748
H -1.400 1.495 0.730
H 0.565 -1.308 -1.177
H -0.200 -0.783 -2.563
H -1.025 -1.417 -1.172
H 0.505 -2.121 1.217
H 1.528 -1.257 2.546
H -0.218 -1.107 2.337
H 0.277 2.348 -0.687
H 1.070 1.435 -2.059
H 1.246 0.771 1.533
H 1.773 -0.184 0.247
```

**Kohn-Sham gap**: 11.14 eV
**Net charge**: +1
**LUMO level**: -3.4 eV

=====

Decreasing stability: version P, version R, version Q

=====

Version P
Density functional theory data (wB97M-V/def2-TZVPD) for a 2-piece molecular cluster, C3H8S2 overall.

Geometry as XYZ:
```
13
Properties=species:S:1:pos:R:3
C 1.548 2.029 -1.012
C 0.620 2.464 -0.175
H 1.482 1.029 -1.408
H 2.153 2.692 -1.617
H -0.205 1.861 0.169
H 0.647 3.474 0.219
C -2.020 -0.491 -0.562
S -0.432 -1.355 -0.516
S 0.351 -0.805 1.334
H -2.301 -0.403 -1.605
H -1.888 0.506 -0.140
H -2.797 -0.959 0.037
H 0.940 0.302 0.875
```

**Kohn-Sham gap**: 9.70 eV
**Net charge**: 0
**LUMO level**: 0.6 eV
**Structure (SMILES)**: C=C.CSS

=====

Version Q
Density functional theory data (wB97M-V/def2-TZVPD) for one molecule with the formula C3H8S2.

Geometry as XYZ:
```
13
Properties=species:S:1:pos:R:3
C -1.838 0.260 0.413
C -0.792 -0.023 -0.673
C 0.665 0.113 -0.176
S 1.994 0.023 -1.281
S 3.479 -0.120 0.795
H -1.675 1.340 0.652
H -2.913 0.102 0.166
H -1.584 -0.269 1.345
H -0.964 0.683 -1.506
H -0.926 -1.058 -1.021
H 0.682 -0.716 0.530
H 0.641 0.994 0.430
H 3.230 -1.329 0.324
```

**Kohn-Sham gap**: 7.63 eV
**Net charge**: 0
**LUMO level**: -1.6 eV
**Structure (SMILES)**: CCCSS

=====

Decreasing stability: version P, version Q